(1)
The following is a DFT calculation (ωB97M-V/def2-TZVPD) of a molecular structure, C18H33Cl3InN6O5S3Si.

## Properties
frontier orbital gap = 0.2648 Eh
DFT total energy = -4465.23524 hartree
energy above the lowest of the compared OMol25 structures with the same formula, charge and spin = 0.5 kcal/mol

Geometry as ORCA input:
```
! wB97M-V def2-TZVPD RIJCOSX def2/J DEFGRID3
* xyz 1 1
In 0.648 0.538 1.076
Cl -3.646 2.383 -2.633
Cl -5.379 0.106 -1.015
Cl -2.291 -0.587 -1.938
S 3.804 0.294 -2.110
S 3.663 1.121 1.867
S -2.813 2.773 0.932
Si -3.532 0.872 -1.296
O -2.103 3.659 0.069
O -2.992 1.374 0.168
O 3.810 1.410 -3.054
O -2.314 2.435 2.222
O 3.180 -0.910 -2.592
N -1.131 -1.530 1.500
N 3.141 0.757 -0.711
N 1.549 -1.680 0.404
N -0.248 2.469 -2.129
N 1.063 -0.896 3.104
N 2.052 3.394 -3.592
C 0.816 3.201 -1.465
C 6.557 0.236 0.603
C 0.462 -2.465 -0.189
C 6.575 -0.382 -2.155
C -4.485 3.305 1.068
C 7.731 -0.486 -1.392
C 5.403 0.341 -0.153
C 0.220 1.770 -3.309
C 0.951 2.667 -4.302
C 4.029 0.753 0.284
C -1.299 -1.683 2.949
C 1.560 4.151 -2.393
C -0.245 -0.922 3.770
C 5.434 0.035 -1.502
C 1.663 -2.215 2.854
C 2.324 -2.314 1.474
C -0.703 -2.724 0.763
C 7.720 -0.179 -0.033
H -5.049 2.547 1.606
H -4.890 3.476 0.073
H 1.703 -0.325 3.643
H 0.891 0.964 -2.995
H 2.429 4.592 -1.906
H 0.913 4.947 -2.765
H -0.199 -1.365 4.771
H 2.180 -1.424 -0.350
H -2.279 -1.313 3.254
H -1.285 -2.744 3.211
H 6.536 0.475 1.657
H 1.405 2.092 -5.107
H 1.528 2.484 -1.049
H 8.652 -0.809 -1.859
H 0.398 3.766 -0.633
H 0.108 -1.892 -1.049
H 2.507 4.037 -4.238
H -1.962 -1.133 1.086
H 0.284 3.421 -4.723
H -1.039 3.071 -2.324
H 2.525 -3.371 1.257
H -0.426 -3.498 1.480
H -4.465 4.237 1.630
H -0.622 1.304 -3.822
H 0.890 -2.973 2.960
H 0.821 -3.429 -0.570
H 2.416 -2.454 3.609
H 6.571 -0.621 -3.210
H 8.636 -0.267 0.535
H -0.560 0.118 3.889
H 2.780 2.689 -3.318
H 3.283 -1.799 1.512
H -1.524 -3.146 0.176
*
```

Here are the Mulliken charges for atoms 1 to 6, given in e: number 1, In, carries 0.783; number 2, Cl, carries -0.219; number 3, Cl, carries -0.254; number 4, Cl, carries -0.137; number 5, S, carries 1.200; number 6, S, carries -0.350

---

(2)
The following is a DFT calculation (ωB97M-V/def2-TZVPD) of a molecular structure, H14O7 at a distorted geometry.

## Properties
frontier orbital gap = 0.3285 Eh
DFT total energy = -534.84404 hartree
energy above the lowest of the compared OMol25 structures with the same formula, charge and spin = 175.6 kcal/mol

Geometry as ORCA input:
```
! wB97M-V def2-TZVPD RIJCOSX def2/J DEFGRID3
* xyz 0 1
O -0.613 1.257 -2.220
O -0.890 2.256 0.067
O 2.528 0.274 0.119
O -0.538 -0.635 1.390
O -0.046 -0.199 -0.802
O 1.194 -2.121 0.338
O -1.662 -1.854 0.191
H 2.012 0.744 0.775
H -0.038 1.880 0.290
H 0.882 -2.658 1.066
H -1.313 -1.014 0.489
H -1.216 0.040 1.407
H -0.683 2.993 -0.508
H 2.530 0.852 -0.644
H -2.481 -1.959 0.676
H 0.895 -0.248 -0.635
H 0.552 -2.264 -0.358
H 0.262 -0.178 1.651
H -0.429 0.023 0.047
H -0.632 2.129 -1.825
H -0.313 0.681 -1.517
*
```

Here are the Mulliken charges for atoms 1 to 6, given in e: number 1, O, carries -0.733; number 2, O, carries -0.635; number 3, O, carries -0.650; number 4, O, carries -0.690; number 5, O, carries -0.593; number 6, O, carries -0.628

---

(3)
The following is a DFT calculation (ωB97M-V/def2-TZVPD) of a gas-phase ion, C4H10N2OS (charge -1) at a distorted geometry.

## Properties
frontier orbital gap (spin up / spin down) = 0.0979 / 0.3112 Eh
DFT total energy = -741.31725 hartree
<S²> = 0.75
energy above the lowest of the compared OMol25 structures with the same formula, charge and spin = 30.4 kcal/mol

Geometry as ORCA input:
```
! wB97M-V def2-TZVPD RIJCOSX def2/J DEFGRID3
* xyz -1 2
S -2.937 -0.476 0.991
O 1.302 1.493 -1.751
N 0.013 -0.068 -0.745
N 3.139 1.439 0.370
C 2.350 0.284 0.017
C -1.666 -1.510 0.214
C 1.176 0.607 -0.915
C -0.246 -1.010 0.340
H 2.980 -0.474 -0.458
H 3.418 1.978 -0.434
H 2.016 -0.142 0.963
H -1.924 -1.614 -0.845
H -0.144 -0.469 1.284
H -0.810 0.383 -1.080
H 0.454 -1.849 0.392
H -3.326 -1.424 1.925
H -1.871 -2.532 0.565
H 2.751 2.054 1.062
*
```

Here are the Mulliken charges for atoms 1 to 6, given in e: number 1, S, carries -0.334; number 2, O, carries -0.611; number 3, N, carries 0.103; number 4, N, carries -0.578; number 5, C, carries -0.469; number 6, C, carries -1.943

---

(4)
The following is a DFT calculation (ωB97M-V/def2-TZVPD) of 4 unconnected molecules or ions with the total composition C26H24N2O2 at a distorted geometry.

## Properties
frontier orbital gap = 0.3120 Eh
DFT total energy = -1265.11268 hartree
SMILES = NN1C(=O)c2ccccc2C1=O.c1ccccc1.c1ccccc1.c1ccccc1
energy above the lowest of the compared OMol25 structures with the same formula, charge and spin = 43.7 kcal/mol

Geometry as ORCA input:
```
! wB97M-V def2-TZVPD RIJCOSX def2/J DEFGRID3
* xyz 0 1
O 1.243 0.814 -2.758
O 1.778 2.396 1.343
N 0.799 1.526 -0.589
N -0.560 1.218 -0.336
C -1.015 -4.097 -0.504
C 2.493 0.272 0.410
C 3.719 -2.075 -0.325
C -1.387 -4.858 0.595
C -1.885 3.032 -6.695
C -1.729 3.696 -4.005
C -1.389 -0.115 5.784
C -2.716 4.259 -4.803
C -0.294 -3.294 2.062
C 1.398 0.689 -1.588
C 3.929 -1.541 0.943
C 0.138 1.537 4.935
C -1.031 -4.456 1.878
C 1.697 1.535 0.525
C -0.816 2.804 -4.551
C 3.315 -0.358 1.336
C 2.305 -0.260 -0.854
C -0.278 -2.935 -0.323
C -1.624 -0.562 4.492
C 2.893 -1.437 -1.254
C -2.794 3.926 -6.149
C -0.894 2.474 -5.897
C -0.509 0.936 6.005
C 0.086 -2.545 0.957
C -0.972 0.036 3.422
C -0.088 1.085 3.641
H 3.479 0.069 2.314
H -3.424 4.958 -4.377
H 4.588 -2.052 1.631
H -0.655 0.269 0.018
H -0.329 1.288 7.013
H -1.947 2.769 -7.744
H -1.671 3.952 -2.954
H -3.564 4.364 -6.771
H 0.664 -1.639 1.101
H 4.223 -2.993 -0.589
H -0.013 -2.977 3.057
H -2.316 -1.377 4.318
H 0.422 1.554 2.812
H 0.822 2.359 5.107
H -0.182 1.780 -6.325
H 2.715 -1.826 -2.244
H -0.954 1.885 0.312
H -0.048 2.367 -3.929
H 0.017 -2.326 -1.169
H -1.326 -5.051 2.732
H -1.157 -0.318 2.417
H -1.304 -4.407 -1.501
H -1.959 -5.766 0.454
H -1.893 -0.583 6.620
*
```

Here are the Mulliken charges for atoms 1 to 6, given in e: number 1, O, carries -0.530; number 2, O, carries -0.537; number 3, N, carries 0.262; number 4, N, carries -0.592; number 5, C, carries -0.578; number 6, C, carries 0.239

---

(5)
The following is a DFT calculation (ωB97M-V/def2-TZVPD) of a molecular structure, C46H36N7O2SbSn.

## Properties
frontier orbital gap = 0.2452 Eh
DFT total energy = -2762.85223 hartree
energy above the lowest of the compared OMol25 structures with the same formula, charge and spin = 2.5 kcal/mol

Geometry as ORCA input:
```
! wB97M-V def2-TZVPD RIJCOSX def2/J DEFGRID3
* xyz 0 1
Sb -0.202 1.997 -1.858
Sn 0.289 0.222 1.672
O -0.223 -1.947 1.480
O 2.057 1.441 2.173
N 1.754 -2.290 0.343
N 2.094 -1.043 0.861
N 0.764 -0.749 3.856
N -3.035 -0.310 0.981
N -3.346 -0.334 3.310
N -4.915 0.056 -0.378
N -1.979 -0.447 3.402
C 2.503 -1.672 5.207
C -6.135 0.099 3.068
C 1.794 2.722 -1.615
C 4.190 2.489 -1.783
C 0.259 0.194 -2.901
C -5.795 0.152 0.694
C 4.138 2.455 2.571
C -1.578 -1.252 4.292
C -1.829 -5.433 -0.098
C -0.921 5.302 -4.683
C -1.506 4.706 -5.792
C 0.851 -4.823 -0.489
C 3.350 -0.777 0.795
C -7.482 0.324 2.879
C 4.023 0.382 1.328
C -7.156 0.379 0.494
C -5.270 0.012 1.976
C -1.302 2.557 -4.727
C 5.420 0.429 1.191
C -0.145 -1.412 4.586
C 6.166 1.459 1.714
C -0.175 -1.011 -2.354
C 0.330 -6.007 -0.983
C 2.912 1.982 -1.985
C 4.364 3.731 -1.194
C 1.981 3.961 -1.002
C 1.573 -2.368 5.954
C 0.088 -2.219 -2.989
C 0.794 -2.229 -4.181
C -0.708 3.141 -3.611
C -1.698 3.333 -5.811
C -1.012 -6.314 -0.791
C -1.308 -4.248 0.402
C -7.991 0.464 1.587
C -3.821 -0.211 2.122
C 5.503 2.474 2.415
C -3.597 -0.168 -0.164
C 1.240 -1.033 -4.735
C 0.230 -2.231 5.641
C 3.256 4.466 -0.798
C 2.052 -0.874 4.167
C 0.032 -3.935 0.206
C 0.973 0.170 -4.100
C -0.532 4.524 -3.601
C 0.555 -2.636 0.722
C 3.347 1.421 2.017
H -2.152 2.860 -6.672
H 5.053 1.903 -2.074
H -5.252 0.172 -1.318
H -2.990 -0.231 -1.061
H 5.909 -0.379 0.657
H -2.278 -1.843 4.884
H -1.928 -3.545 0.944
H -7.543 0.486 -0.512
H 1.883 -3.007 6.770
H 1.797 -1.040 -5.664
H 2.744 -0.312 3.557
H -0.074 5.011 -2.747
H 1.322 1.097 -4.541
H -1.451 1.484 -4.766
H 2.796 1.007 -2.443
H -1.809 5.310 -6.638
H -8.146 0.391 3.730
H -0.713 -1.021 -1.410
H -0.765 6.373 -4.660
H 1.128 4.540 -0.662
H -0.532 -2.751 6.206
H -2.875 -5.670 0.055
H 1.005 -3.167 -4.678
H 0.971 -6.695 -1.520
H 5.361 4.116 -1.025
H 3.977 -1.539 0.330
H 6.074 3.290 2.843
H 1.891 -4.564 -0.636
H 3.384 5.429 -0.319
H 3.620 3.240 3.108
H 3.562 -1.739 5.410
H -5.718 -0.013 4.059
H -0.247 -3.146 -2.541
H -1.418 -7.240 -1.179
H -9.048 0.641 1.438
H 7.241 1.479 1.597
*
```

Here are the Mulliken charges for atoms 1 to 6, given in e: number 1, Sb, carries 1.170; number 2, Sn, carries 1.024; number 3, O, carries -0.230; number 4, O, carries -0.765; number 5, N, carries -0.841; number 6, N, carries 1.122

---

(6)
The following is a DFT calculation (ωB97M-V/def2-TZVPD) of a molecular structure, C25H22Cl3IrN4O3S.

## Properties
frontier orbital gap (spin up / spin down) = 0.2749 / 0.1863 Eh
DFT total energy = -3293.58012 hartree
<S²> = 0.76
energy above the lowest of the compared OMol25 structures with the same formula, charge and spin = 10.1 kcal/mol

Geometry as ORCA input:
```
! wB97M-V def2-TZVPD RIJCOSX def2/J DEFGRID3
* xyz 1 2
Ir 0.362 0.385 0.847
Cl 2.761 0.338 -2.240
Cl -0.575 0.219 -6.449
Cl -2.211 -1.700 -1.695
S 2.420 -0.492 1.455
O 0.427 -0.874 -0.772
O -1.377 1.201 0.283
O -0.639 -1.081 1.651
N 1.130 2.105 0.089
N 1.425 -2.919 0.736
N 0.386 1.532 2.493
N 3.331 -2.429 -0.205
C -0.259 -0.125 -4.782
C 1.545 -3.915 -0.336
C 0.659 2.746 -0.927
C -0.813 2.963 -2.885
C -0.155 1.182 3.600
C -1.080 -1.082 2.905
C 1.935 2.779 1.103
C 0.221 -0.602 -2.051
C -2.091 -1.316 5.521
C -2.047 2.831 -3.458
C -2.836 1.640 -1.497
C -1.246 -0.706 -4.005
C 1.037 2.844 2.342
C -0.537 2.396 -1.623
C -1.823 -2.205 3.296
C -0.994 -0.946 -2.668
C 0.975 0.188 -4.241
C 1.196 -0.061 -2.898
C -0.857 -0.050 3.853
C -1.377 -0.203 5.153
C -2.314 -2.321 4.576
C -3.064 2.176 -2.740
C 3.017 -3.753 -0.756
C 2.381 -2.012 0.605
C -1.557 1.702 -0.922
H 0.262 3.599 2.193
H 2.223 3.781 0.782
H 1.607 3.097 3.236
H 1.154 3.678 -1.201
H 1.754 0.620 -4.852
H 1.326 -4.914 0.029
H 3.152 -3.762 -1.834
H 0.517 -2.610 1.070
H -0.023 3.501 -3.397
H -1.206 0.588 5.874
H 3.661 -4.508 -0.306
H -2.885 -3.199 4.848
H 4.100 -1.846 -0.488
H -3.617 1.137 -0.945
H -2.203 -0.969 -4.433
H 0.854 -3.655 -1.141
H -4.052 2.094 -3.175
H -2.480 -1.409 6.525
H 2.836 2.200 1.301
H -2.004 -2.969 2.552
H -0.085 1.871 4.441
H -2.248 3.243 -4.437
*
```

Here are the Mulliken charges for atoms 1 to 6, given in e: number 1, Ir, carries 0.947; number 2, Cl, carries -0.231; number 3, Cl, carries -0.218; number 4, Cl, carries -0.183; number 5, S, carries -0.542; number 6, O, carries -0.151

---

> Among the records above, which one has the lowest DFT total energy?

C18H33Cl3InN6O5S3Si

---

> Number 5 is which compound?

C46H36N7O2SbSn

---

> energy above the lowest of the compared OMol25 structures with the same formula, charge and spin of number 6 (C25H22Cl3IrN4O3S)?

10.1 kcal/mol

---

> Which value of energy above the lowest of the compared OMol25 structures with the same formula, charge and spin does entry 5 give?

2.5 kcal/mol